DFT (ωB97M-V with the def2-TZVPD basis set) results for a structure of composition C18H40N2O4PRuS6 in a non-equilibrium geometry.

The value obtained for the total energy is -107341.016 eV. The HOMO energy (spin up / spin down) is -16.43 / -16.23 eV. As for the expectation value of S²: 6.05. Its multiplicity is 5. For the relative energy (zero: lowest compared OMol25 entry of this formula, charge and spin), the calculation gives 1.071 eV. Its net charge is +3. As for the frontier orbital gap (spin up / spin down): 6.86 / 4.15 eV.

```
72
C18H40N2O4PRuS6 | the OMol25 dataset | ωB97M-V with the def2-TZVPD basis set
H 0.844 0.940 -5.295
H -2.675 -0.694 3.147
H 0.262 1.136 4.111
H -0.140 2.181 2.731
C 0.462 -4.758 -0.557
S -1.422 6.226 -0.409
H 0.415 -2.276 -3.151
S -3.865 4.786 -0.427
H 2.316 -3.891 0.131
H 0.450 7.249 0.473
H 3.758 -0.037 1.779
O -1.289 -2.112 -1.005
C 3.573 -0.322 -0.618
H 4.655 -0.200 -0.521
C 1.454 -0.765 2.892
H -3.213 -1.500 -0.420
C 3.402 0.937 1.450
Ru 0.684 0.421 0.195
C 0.162 6.198 0.452
H 0.578 -4.507 -1.612
C -4.220 3.098 -0.368
H 4.205 2.161 -0.875
H 1.062 -3.995 1.379
C 0.016 1.154 3.047
H -3.025 -0.500 1.416
C -3.305 -3.332 -1.578
H 0.686 -1.638 -4.797
S 1.035 -0.009 -3.147
O -1.052 -2.406 1.517
O 0.944 -2.392 0.060
C -2.724 -1.976 -1.270
H 2.669 1.496 3.391
H 1.908 -0.597 3.872
H 0.541 -1.337 3.019
H -2.807 -3.778 -2.439
H -2.347 -3.089 2.914
C -2.432 -2.511 2.000
C 0.232 -1.440 -3.824
H 2.140 -1.333 2.271
H 0.035 5.837 1.470
H 4.258 1.614 1.467
H 3.276 -1.267 -0.171
H -2.984 -3.105 1.276
C -3.098 -1.181 2.270
H 0.907 5.628 -0.091
H -4.156 -1.353 2.470
S -2.813 2.123 -0.101
H 0.846 -5.768 -0.409
C -2.147 4.681 -0.251
S -0.002 2.938 0.079
H 1.999 2.448 2.067
H -0.835 -1.243 -3.927
H 2.782 2.914 -0.135
S -5.716 2.481 -0.545
H -4.365 -3.223 -1.814
H 2.618 2.019 -1.655
H -0.612 1.246 -4.284
H -0.597 -4.760 -0.302
H 0.901 2.176 -4.013
H 3.322 -0.326 -1.675
C 2.316 1.447 2.358
H -2.803 -1.308 -2.125
H -3.211 -4.014 -0.734
C 0.476 1.218 -4.306
C 1.250 -3.821 0.322
N 1.128 0.549 2.267
H -0.889 0.581 2.879
C -1.633 3.386 -0.079
C 3.133 2.052 -0.697
N 2.878 0.801 0.060
O 0.252 0.331 -1.860
P -0.456 -1.686 0.252
```

Atom charges from the Löwdin analysis, given in e for atoms 1 to 2:
1 H 0.082
2 H 0.078